[1]
Here is C49H53F2N7OSTi as an isolated structure in a non-equilibrium geometry from the Open Molecules 2025 dataset. Energies are from wB97M-V/def2-TZVPD.

The geometry in XYZ format:
```
114
Properties=species:S:1:pos:R:3:mulliken_spin:R:1
Ti 0.587 0.245 -0.458 0.103
C -6.128 2.233 -0.575 0.006
C -5.429 1.012 -1.185 0.015
C -3.937 1.140 -1.249 0.030
C -3.188 1.298 -2.359 -0.003
C -3.848 1.485 -3.712 0.002
C -4.341 0.206 -4.404 -0.005
C -1.694 1.167 -2.343 0.100
N -0.795 1.455 -1.301 0.006
C -3.135 1.153 0.035 -0.035
C -3.609 0.641 1.356 0.237
C -2.778 -0.170 2.072 -0.109
C -3.069 -0.906 3.282 0.107
C -4.336 -0.750 4.055 0.001
C -4.345 0.555 4.863 0.019
C -1.989 -1.689 3.593 -0.096
C -0.963 -1.470 2.618 0.241
C 0.293 -2.018 2.582 -0.133
C 1.312 -2.001 1.606 0.257
N 1.277 -1.498 0.317 0.005
C 2.398 -2.000 -0.326 -0.172
C 2.654 -1.889 -1.685 0.247
C 1.830 -1.242 -2.605 -0.118
N 0.689 -0.544 -2.240 0.007
C 0.116 -0.086 -3.405 0.172
C -1.147 0.544 -3.434 -0.077
C 0.907 -0.472 -4.511 -0.092
C 1.991 -1.177 -4.009 0.133
C 3.201 -1.665 -4.745 0.000
C 4.341 -0.641 -4.639 0.016
C 0.628 -0.072 -5.928 0.000
C 0.782 1.442 -6.138 -0.005
C 3.201 -2.736 0.598 0.149
C 2.527 -2.737 1.797 -0.113
C 2.987 -3.328 3.095 -0.002
C 3.412 -2.238 4.089 -0.010
C 4.558 -3.281 0.281 -0.006
C 5.603 -2.156 0.276 0.019
N -1.462 -0.556 1.685 0.014
C -1.871 -2.662 4.723 0.000
C -1.174 -2.059 5.949 -0.005
H -7.209 2.083 -0.540 -0.002
H -5.927 3.126 -1.168 0.000
H -5.780 2.414 0.443 0.000
H -5.845 0.824 -2.174 0.000
H -5.651 0.136 -0.566 -0.002
H -3.149 1.997 -4.374 -0.001
H -4.701 2.156 -3.579 0.000
H -3.522 -0.489 -4.586 0.002
H -4.798 0.456 -5.365 0.000
H -5.084 -0.312 -3.799 0.000
H -4.574 0.906 1.770 0.028
H -4.462 -1.590 4.742 0.002
H -5.194 -0.759 3.375 0.004
H -3.518 0.566 5.574 -0.002
H -5.282 0.662 5.415 -0.002
H -4.222 1.415 4.204 0.001
H 0.523 -2.632 3.445 -0.040
H 3.545 -2.369 -2.067 0.056
H -1.718 0.426 -4.344 -0.009
H 2.959 -1.833 -5.797 0.000
H 3.528 -2.622 -4.330 0.003
H 4.004 0.326 -5.015 0.000
H 5.222 -0.954 -5.207 -0.002
H 4.623 -0.505 -3.594 -0.002
H -0.390 -0.368 -6.204 -0.002
H 1.312 -0.600 -6.597 -0.001
H 0.149 1.985 -5.438 0.001
H 0.505 1.727 -7.156 0.000
H 1.815 1.744 -5.961 0.000
H 3.832 -3.992 2.903 -0.001
H 2.198 -3.941 3.541 -0.007
H 4.259 -1.678 3.689 0.001
H 3.700 -2.664 5.053 0.000
H 2.592 -1.535 4.244 0.001
H 4.545 -3.775 -0.694 0.004
H 4.842 -4.038 1.016 0.000
H 5.334 -1.398 -0.461 -0.003
H 6.603 -2.533 0.047 -0.002
H 5.625 -1.666 1.251 0.000
H -1.312 -3.537 4.385 -0.003
H -2.866 -3.012 5.005 -0.001
H -0.194 -1.667 5.675 0.001
H -1.045 -2.817 6.725 0.001
H -1.758 -1.233 6.356 0.000
C 2.903 3.529 2.357 -0.009
C 2.053 2.484 2.327 0.018
N 0.983 2.429 1.457 0.002
C 0.701 3.566 0.671 0.016
C 1.577 4.715 0.716 -0.022
C 2.681 4.668 1.517 0.040
C 1.189 5.863 -0.075 0.016
C -0.039 5.962 -0.630 -0.017
C -0.968 4.864 -0.513 0.024
C -2.332 4.922 -0.428 -0.044
C -3.078 3.775 0.012 0.009
C -2.508 2.541 -0.003 0.011
N -1.182 2.441 -0.370 -0.008
C -0.386 3.596 -0.138 -0.011
H 3.745 3.509 3.034 0.000
H 2.139 1.627 2.981 0.005
H 3.378 5.497 1.531 0.002
H 1.896 6.682 -0.142 0.001
H -0.349 6.886 -1.107 -0.001
H -2.855 5.854 -0.611 -0.002
H -4.108 3.903 0.317 -0.001
H -2.315 0.482 -0.179 0.023
O -0.208 1.296 3.520 0.003
S -0.535 1.718 2.160 0.007
N -0.524 0.375 1.176 0.003
F 3.126 1.026 -1.791 0.002
C 2.364 1.381 -0.683 0.003
F 3.072 0.814 0.408 0.000
H 2.538 2.456 -0.607 -0.002
```

The orbital gap (spin up / spin down) is 4.66 / 5.29 eV. The highest occupied orbital energy (spin up / spin down) comes out at -2.52 / -3.25 eV. As for the expectation value of S²: 0.96. Its net charge is -1. As for the spin multiplicity: 2. The largest force on an atom is 1.35 eV/A. For the relative energy (zero: lowest compared OMol25 entry of this formula, charge and spin), the calculation gives 176.3 kcal/mol.

***

[2]
Here is C49H53GaGe2O3S5Se4 as an isolated structure from the Open Molecules 2025 dataset. Energies are from wB97M-V/def2-TZVPD.

The geometry in XYZ format:
```
117
Properties=species:S:1:pos:R:3:lowdin_charge:R:1
Ga 2.958 -0.214 -2.424 -0.531
Se 5.260 -1.391 -2.354 0.100
Se 6.679 0.436 -2.488 -0.109
Se 5.799 1.432 -4.422 -0.119
Se 3.621 1.843 -3.699 0.066
C -3.574 -3.814 3.269 -0.059
C -3.539 -2.883 2.084 -0.279
C -3.336 -3.356 0.796 -0.021
C -3.317 -2.499 -0.303 -0.243
C -3.040 -3.046 -1.680 -0.024
C -3.507 -1.132 -0.097 -0.176
C -3.689 -0.630 1.197 -0.210
C -3.841 0.848 1.445 -0.033
C -3.704 -1.516 2.266 -0.022
C -3.644 -0.199 -1.261 -0.213
C -4.960 -0.032 -1.695 -0.052
C -5.272 0.838 -2.722 -0.078
C -4.251 1.549 -3.324 -0.051
C -2.924 1.384 -2.930 -0.208
C -2.593 0.501 -1.881 -0.161
Ge -0.683 0.316 -1.306 0.109
S 0.731 0.662 -2.899 0.314
S -0.279 1.814 0.371 0.311
Ge 1.243 0.199 0.848 0.074
S 3.113 0.633 -0.160 0.295
S -0.187 -1.384 0.096 0.338
C 1.739 -0.010 2.770 -0.183
C 1.553 1.007 3.721 -0.213
C 2.100 0.881 4.999 -0.050
C 2.825 -0.240 5.358 -0.080
C 2.997 -1.256 4.434 -0.042
C 2.461 -1.156 3.152 -0.217
C 2.686 -2.319 2.236 -0.150
C 3.842 -2.407 1.455 -0.206
C 4.938 -1.375 1.497 -0.094
C 4.011 -3.514 0.626 -0.014
C 3.083 -4.540 0.582 -0.265
C 3.312 -5.756 -0.279 -0.060
C 1.956 -4.450 1.391 -0.018
C 1.745 -3.359 2.220 -0.232
C 0.527 -3.323 3.107 -0.045
C 0.766 2.255 3.469 -0.180
C 1.389 3.402 2.979 -0.225
C 2.843 3.392 2.587 -0.025
C 0.627 4.556 2.798 -0.020
C -0.724 4.593 3.100 -0.279
C -1.551 5.825 2.830 -0.059
C -1.319 3.445 3.613 -0.028
C -0.597 2.275 3.790 -0.236
C -1.291 1.018 4.239 -0.029
C -1.921 2.208 -3.672 -0.200
C -1.496 1.806 -4.945 -0.260
C -1.983 0.521 -5.558 -0.032
C -0.534 2.560 -5.600 -0.029
C 0.029 3.689 -5.017 -0.274
C 1.178 4.400 -5.679 -0.058
C -0.455 4.104 -3.785 -0.014
C -1.434 3.386 -3.105 -0.223
C -1.910 3.867 -1.757 -0.052
H -3.575 -4.857 2.951 0.068
H -4.467 -3.641 3.875 0.071
H -2.706 -3.659 3.913 0.070
H -3.186 -4.419 0.635 0.111
H -3.230 -4.119 -1.714 0.074
H -1.993 -2.884 -1.956 0.071
H -3.653 -2.556 -2.437 0.079
H -4.505 1.315 0.716 0.077
H -2.866 1.342 1.362 0.040
H -4.236 1.031 2.446 0.071
H -3.851 -1.127 3.270 0.112
H -5.742 -0.593 -1.195 0.119
H -6.298 0.958 -3.051 0.095
H -4.465 2.241 -4.131 0.119
H 1.945 1.686 5.710 0.117
H 3.252 -0.324 6.351 0.093
H 3.555 -2.148 4.696 0.119
H 4.637 -0.471 2.021 0.052
H 5.218 -1.094 0.481 -0.004
H 5.820 -1.792 1.996 0.083
H 4.887 -3.551 -0.013 0.104
H 4.017 -5.540 -1.083 0.065
H 2.380 -6.109 -0.723 0.070
H 3.725 -6.576 0.315 0.073
H 1.218 -5.248 1.372 0.112
H 0.098 -4.323 3.192 0.071
H -0.243 -2.661 2.703 0.050
H 0.773 -2.963 4.108 0.075
H 3.446 2.816 3.290 0.079
H 3.235 4.408 2.535 0.074
H 2.969 2.929 1.603 0.050
H 1.107 5.437 2.383 0.112
H -0.920 6.663 2.532 0.067
H -2.125 6.121 3.711 0.070
H -2.260 5.636 2.020 0.078
H -2.382 3.448 3.838 0.113
H -2.307 1.236 4.567 0.070
H -0.754 0.526 5.053 0.079
H -1.348 0.307 3.407 0.081
H -3.061 0.392 -5.440 0.068
H -1.488 -0.324 -5.071 0.086
H -1.738 0.485 -6.620 0.072
H -0.165 2.220 -6.562 0.116
H 1.072 4.401 -6.766 0.070
H 2.114 3.887 -5.438 0.037
H 1.260 5.432 -5.334 0.070
H -0.037 4.991 -3.319 0.115
H -1.737 4.940 -1.656 0.075
H -1.364 3.366 -0.951 -0.035
H -2.972 3.668 -1.608 0.078
C 2.718 -4.152 -3.415 -0.138
S 1.883 -2.608 -3.168 0.360
O 0.478 -2.869 -3.361 -0.326
O 2.273 -2.144 -1.810 -0.453
O 2.510 -1.661 -4.109 -0.405
H 2.158 -4.929 -2.902 0.052
H 3.726 -4.056 -3.016 0.040
H 2.747 -4.333 -4.488 0.065
```

The orbital gap is 6.05 eV. The highest occupied orbital energy comes out at -2.09 eV. Its net charge is -2. The largest force on an atom is 0.74 eV/A. For the relative energy (zero: lowest compared OMol25 entry of this formula, charge and spin), the calculation gives 0.0 kcal/mol.

***

[3]
Here is C49H53N4O2PS2W as an isolated structure from the Open Molecules 2025 dataset. Energies are from wB97M-V/def2-TZVPD.

The geometry in XYZ format:
```
112
Properties=species:S:1:pos:R:3:lowdin_charge:R:1
W 0.716 0.784 -0.015 1.493
N 0.669 2.543 -0.778 -0.111
N 0.746 1.874 1.673 -0.026
C 0.771 0.810 2.534 -0.703
O 0.861 0.688 3.707 0.175
O 0.710 -0.234 1.609 -0.277
H 1.361 2.761 -1.492 0.031
H 0.334 3.398 -0.353 0.011
H 0.714 2.831 1.988 0.100
C -4.171 -1.479 1.515 -0.041
C -2.947 -0.997 2.306 -0.341
C -1.726 -1.827 1.934 -0.059
C -2.857 0.535 2.265 -0.112
C -3.528 1.165 3.314 -0.016
C -3.724 2.530 3.362 -0.029
C -3.278 3.311 2.314 -0.021
C -2.592 2.754 1.244 -0.150
C -2.228 3.679 0.093 -0.377
C -3.476 4.293 -0.553 -0.035
C -1.302 4.815 0.553 -0.059
C -2.339 1.369 1.254 -0.151
N -1.560 0.811 0.157 0.060
C -2.184 0.469 -0.905 -0.136
C -1.368 -0.159 -1.994 -0.137
N -0.109 -0.335 -1.766 0.019
C 0.611 -1.014 -2.838 -0.193
C 0.641 -2.416 -2.855 -0.165
C 1.178 -3.030 -3.981 -0.051
C 1.686 -2.296 -5.039 -0.055
C 1.656 -0.915 -4.991 -0.024
C 1.096 -0.247 -3.908 -0.161
C 0.977 1.265 -3.971 -0.382
C 0.206 1.723 -5.216 -0.039
C 2.356 1.935 -3.933 -0.059
C 0.136 -3.320 -1.738 -0.337
C 0.833 -3.049 -0.411 -0.048
C -1.390 -3.368 -1.609 -0.031
C -2.259 -0.476 -3.087 -0.071
C -2.134 -1.076 -4.324 0.038
C -3.289 -1.224 -5.115 -0.014
C -4.530 -0.806 -4.693 0.041
C -4.697 -0.199 -3.423 -0.124
C -5.909 0.260 -2.848 0.038
C -5.922 0.809 -1.587 -0.015
C -4.753 0.944 -0.813 0.014
C -3.560 0.520 -1.354 -0.079
C -3.546 -0.048 -2.653 -0.048
H -4.380 -2.520 1.762 0.091
H -3.998 -1.427 0.439 0.065
H -5.057 -0.888 1.751 0.088
H -3.151 -1.225 3.353 0.132
H -1.418 -1.671 0.901 0.032
H -1.981 -2.884 2.034 0.097
H -0.883 -1.620 2.585 0.077
H -3.921 0.548 4.112 0.127
H -4.246 2.978 4.197 0.121
H -3.477 4.375 2.320 0.121
H -1.727 3.102 -0.683 0.093
H -4.009 4.931 0.152 0.089
H -4.167 3.526 -0.905 0.066
H -3.189 4.907 -1.407 0.092
H -1.819 5.470 1.253 0.091
H -0.986 5.428 -0.293 0.095
H -0.412 4.460 1.082 0.059
H 1.210 -4.112 -4.018 0.126
H 2.102 -2.802 -5.901 0.121
H 2.050 -0.342 -5.821 0.124
H 0.396 1.602 -3.114 0.085
H 0.750 1.484 -6.129 0.085
H 0.066 2.805 -5.191 0.090
H -0.777 1.253 -5.272 0.073
H 2.885 1.768 -4.872 0.091
H 2.982 1.543 -3.129 0.041
H 2.256 3.017 -3.813 0.087
H 0.440 -4.327 -2.033 0.136
H 0.547 -2.091 0.031 0.024
H 1.910 -3.062 -0.545 0.045
H 0.576 -3.816 0.322 0.103
H -1.814 -2.442 -1.217 0.052
H -1.672 -4.161 -0.915 0.095
H -1.856 -3.578 -2.572 0.090
H -1.185 -1.433 -4.697 0.115
H -3.192 -1.689 -6.086 0.123
H -5.392 -0.944 -5.334 0.133
H -6.831 0.170 -3.407 0.132
H -6.861 1.144 -1.168 0.124
H -4.808 1.362 0.183 0.124
S 4.181 -2.380 -2.344 0.456
P 4.506 -1.302 -0.808 0.385
S 2.776 0.350 -0.576 0.460
C 4.353 -2.046 0.817 -0.394
C 4.021 -1.320 1.960 -0.107
C 3.971 -1.964 3.184 -0.043
C 4.265 -3.319 3.272 -0.037
C 4.606 -4.038 2.134 -0.046
C 4.645 -3.408 0.900 -0.089
C 5.821 -0.095 -0.874 -0.411
C 6.777 -0.238 -1.879 -0.083
C 7.871 0.614 -1.901 -0.047
C 8.003 1.600 -0.935 -0.039
C 7.045 1.742 0.063 -0.050
C 5.954 0.894 0.102 -0.102
H 3.790 -0.265 1.907 0.070
H 3.699 -1.403 4.068 0.120
H 4.230 -3.816 4.232 0.119
H 4.842 -5.091 2.203 0.119
H 4.896 -3.968 0.010 0.093
H 6.666 -1.006 -2.632 0.085
H 8.618 0.502 -2.674 0.119
H 8.858 2.263 -0.957 0.120
H 7.152 2.511 0.816 0.117
H 5.221 1.004 0.891 0.084
```

The orbital gap is 6.46 eV. The highest occupied orbital energy comes out at -13.68 eV. Its net charge is +2. The largest force on an atom is 0.69 eV/A. For the relative energy (zero: lowest compared OMol25 entry of this formula, charge and spin), the calculation gives 0.0 kcal/mol.

***

[4]
Here is C49H54CrNOP2SSb2 as an isolated structure in a non-equilibrium geometry from the Open Molecules 2025 dataset. Energies are from wB97M-V/def2-TZVPD.

The geometry in XYZ format:
```
111
Properties=species:S:1:pos:R:3:mulliken_spin:R:1
Cr -0.100 0.122 0.585 3.146
C -0.607 -0.241 3.760 -0.003
P -0.723 -1.487 2.428 0.055
C -2.463 -1.979 2.581 -0.016
C -3.390 -1.144 1.920 0.044
C -4.733 -1.410 2.032 0.002
C -5.179 -2.491 2.802 -0.001
C -4.279 -3.264 3.521 0.000
C -2.937 -2.996 3.432 -0.004
C 0.393 -2.896 2.772 -0.030
C -0.030 -4.214 2.768 -0.009
C 0.900 -5.214 2.996 0.003
C 2.240 -4.924 3.220 -0.005
C 2.650 -3.587 3.128 0.012
C 1.734 -2.578 2.927 0.025
C -1.248 0.971 3.191 0.036
C -1.975 1.985 3.766 0.023
C -2.315 2.899 2.755 0.026
C -1.755 2.431 1.590 0.053
C -1.538 3.126 0.306 -0.020
P -0.826 2.056 -0.969 0.107
C 0.588 2.921 -1.755 0.010
C 1.341 3.927 -1.107 -0.007
C 2.353 4.617 -1.771 0.000
C 2.655 4.282 -3.077 -0.001
C 1.974 3.221 -3.702 0.002
C 0.930 2.598 -3.064 0.007
C -2.089 2.084 -2.292 -0.017
C -2.663 3.334 -2.600 -0.004
C -3.600 3.433 -3.638 0.000
C -4.011 2.314 -4.302 0.001
C -3.494 1.072 -3.972 0.002
C -2.531 0.941 -2.981 0.002
N -1.114 1.227 1.818 -0.336
H -1.136 -0.598 4.648 -0.008
H 0.452 -0.142 4.016 0.004
H -3.057 -0.344 1.273 0.032
H -5.419 -0.747 1.534 0.000
H -6.260 -2.679 2.850 0.000
H -4.641 -4.076 4.164 0.000
H -2.191 -3.511 4.009 0.000
H -1.075 -4.478 2.604 -0.001
H 0.580 -6.262 3.041 0.000
H 2.917 -5.737 3.394 0.000
H 3.670 -3.324 3.266 0.000
H 1.998 -1.533 2.928 -0.041
H -2.276 2.027 4.814 -0.001
H -2.826 3.878 2.881 0.000
H -2.446 3.513 -0.108 -0.003
H -0.875 3.975 0.343 0.005
H 1.120 4.125 -0.080 -0.006
H 2.906 5.384 -1.253 0.000
H 3.420 4.816 -3.611 0.000
H 2.198 2.921 -4.698 0.000
H 0.348 1.859 -3.605 -0.001
H -2.373 4.246 -2.056 0.000
H -4.012 4.385 -3.959 0.000
H -4.708 2.409 -5.114 0.000
H -3.785 0.178 -4.539 0.000
H -2.093 -0.022 -2.767 0.002
C 3.711 0.779 -1.051 -0.017
Sb 2.000 -0.512 -1.218 0.004
C 2.906 -2.396 -0.825 0.009
C 1.731 -0.690 -3.328 -0.007
C 1.582 -2.142 -3.714 -0.003
C 2.662 -2.801 -4.265 0.000
C 2.631 -4.175 -4.434 -0.001
C 1.497 -4.885 -4.110 0.000
C 0.375 -4.213 -3.654 -0.002
C 0.389 -2.840 -3.437 -0.004
C -0.887 -2.177 -3.047 -0.016
Sb -1.372 -1.838 -0.992 -0.006
C -1.280 -3.852 -0.384 -0.012
C -3.476 -1.653 -1.250 -0.009
H 4.284 0.662 -1.962 -0.004
H 4.368 0.472 -0.237 -0.002
H 3.352 1.795 -0.980 0.003
H 3.846 -2.492 -1.376 -0.002
H 2.224 -3.206 -1.139 0.000
H 3.062 -2.508 0.241 -0.002
H 2.575 -0.242 -3.863 -0.002
H 0.861 -0.114 -3.608 0.003
H 3.548 -2.262 -4.552 0.000
H 3.503 -4.687 -4.805 0.000
H 1.408 -5.943 -4.305 0.000
H -0.569 -4.729 -3.462 0.000
H -1.691 -2.821 -3.336 -0.002
H -0.995 -1.233 -3.586 0.002
H -2.004 -4.371 -0.976 -0.003
H -1.492 -3.897 0.662 -0.004
H -0.293 -4.259 -0.567 0.001
H -3.988 -2.205 -0.448 0.000
H -3.787 -2.036 -2.219 -0.004
H -3.801 -0.599 -1.198 0.002
C 2.572 1.168 4.086 0.003
S 2.817 1.288 2.332 -0.002
O 1.683 0.439 1.735 -0.019
C 2.418 3.004 2.153 0.014
C 1.190 3.510 2.588 -0.002
C 0.947 4.880 2.462 0.004
C 1.960 5.698 1.969 0.000
C 3.206 5.205 1.595 0.001
C 3.425 3.818 1.666 0.004
H 1.621 1.583 4.455 0.000
H 3.407 1.674 4.629 0.000
H 2.650 0.092 4.301 0.000
H 0.425 2.882 3.064 -0.004
H 0.009 5.349 2.757 -0.001
H 1.786 6.759 1.906 0.000
H 4.009 5.860 1.292 0.000
H 4.405 3.456 1.392 0.000
```

The orbital gap (spin up / spin down) is 6.34 / 7.48 eV. The highest occupied orbital energy (spin up / spin down) comes out at -12.44 / -12.42 eV. As for the expectation value of S²: 3.91. Its net charge is +2. As for the spin multiplicity: 4. The largest force on an atom is 1.50 eV/A.